Below is a 3-piece molecular cluster, C22H18N3O9P overall in a non-equilibrium geometry, with properties calculated with ωB97M-V/def2-TZVPD.

Last column: natural (NBO) charge in e.
CARTESIAN COORDINATES (ANGSTROEM)
1 C -3.4416 -1.5767 3.2361  -0.35
2 C -2.6824 -1.8496 2.1883  -0.22
3 C -1.9209 -0.7823 1.4843  -0.03
4 C -0.5976 -0.5850 1.9250  -0.12
5 C 0.2091 0.3872 1.3868  -0.17
6 C -0.3372 1.1866 0.3990  -0.15
7 C -1.6309 1.0143 -0.0605  -0.11
8 C -2.4488 0.0093 0.4526  -0.36
9 P -4.0798 -0.1799 -0.2766  2.35
10 O -4.0585 -0.4841 -1.7181  -1.10
11 O -4.8652 -1.3233 0.5127  -0.98
12 O -4.8067 1.1883 0.1027  -0.97
13 C -1.8646 2.0597 -1.1152  0.67
14 O -2.7803 2.1734 -1.8736  -0.47
15 N -0.7060 2.9458 -1.1347  -0.68
16 C 0.2955 2.3103 -0.3259  0.69
17 O 1.4529 2.6255 -0.3036  -0.53
18 H -3.9376 -2.3544 3.7992  0.21
19 H -3.6018 -0.5515 3.5492  0.20
20 H -2.5932 -2.8648 1.8167  0.23
21 H -0.2240 -1.2133 2.7218  0.22
22 H 1.2249 0.5484 1.7216  0.24
23 H -5.4160 -1.7767 -0.1429  0.52
24 H -5.5538 1.2958 -0.5042  0.51
25 H -0.9755 3.8182 -0.6831  0.41
26 C 5.4036 3.1105 -0.5692  -0.18
27 C 4.4405 3.5610 0.3250  -0.21
28 C 4.8273 4.0456 1.5650  -0.22
29 C 6.1728 4.0689 1.8816  0.08
30 C 7.1457 3.6223 1.0075  -0.22
31 C 6.7501 3.1385 -0.2291  -0.21
32 N 6.5860 4.5952 3.1952  0.52
33 O 5.7130 4.9613 3.9554  -0.38
34 O 7.7742 4.6320 3.4396  -0.38
35 H 5.1006 2.7360 -1.5382  0.22
36 H 3.3929 3.5324 0.0577  0.25
37 H 4.0958 4.4002 2.2754  0.25
38 H 8.1875 3.6529 1.2880  0.25
39 H 7.4957 2.7850 -0.9280  0.22
40 C -0.6290 -3.0846 -3.1430  -0.18
41 C -1.9369 -2.6295 -3.0445  -0.20
42 C -2.9077 -3.4373 -2.4740  -0.21
43 C -2.5434 -4.6826 -2.0018  0.08
44 C -1.2476 -5.1592 -2.0930  -0.22
45 C -0.2864 -4.3476 -2.6723  -0.21
46 N -3.5698 -5.5262 -1.3638  0.52
47 O -4.7017 -5.0889 -1.3010  -0.39
48 O -3.2232 -6.6050 -0.9290  -0.38
49 H 0.1288 -2.4525 -3.5872  0.22
50 H -2.2116 -1.6468 -3.4014  0.24
51 H -3.9244 -3.0858 -2.3928  0.26
52 H -0.9977 -6.1398 -1.7175  0.25
53 H 0.7327 -4.7000 -2.7527  0.22

Calculated values
net charge: 0
SMILES: C=Cc1ccc2c(c1P(=O)(O)O)C(=O)NC2=O.O=[N+]([O-])c1ccccc1.O=[N+]([O-])c1ccccc1
HOMO-LUMO gap: 9.057 eV

Below is a 2-piece molecular cluster, C26H24IN2O3 overall in a non-equilibrium geometry, with properties calculated with ωB97M-V/def2-TZVPD.

Last column: Löwdin charge in e.
CARTESIAN COORDINATES (ANGSTROEM)
1 C 0.1041 0.6905 6.3501  -0.02
2 C -0.4130 0.8048 4.9503  -0.23
3 C -1.3781 -0.0655 4.4147  0.00
4 C -1.8394 0.0823 3.1177  0.00
5 C -1.3670 1.1373 2.2626  -0.24
6 C -1.8545 1.2114 0.9160  0.10
7 C -1.6136 2.1463 -0.1371  -0.18
8 C -2.3408 1.9749 -1.3627  0.01
9 C -2.1342 2.8196 -2.4418  -0.05
10 C -1.2082 3.8778 -2.3739  -0.01
11 C -0.4830 4.0634 -1.1951  -0.03
12 C -0.6863 3.2307 -0.0978  0.02
13 C -0.3816 1.9914 2.8368  -0.01
14 C 0.0797 1.8178 4.1272  -0.01
15 H 0.8772 1.4524 6.4918  0.08
16 H -0.6734 0.8534 7.1074  0.10
17 H 0.5513 -0.2908 6.5450  0.10
18 H -1.7640 -0.8844 5.0291  0.13
19 H -2.5731 -0.6112 2.6991  0.13
20 H -2.5698 0.4246 0.6600  0.13
21 H -3.0693 1.1635 -1.4281  0.13
22 H -2.7051 2.6652 -3.3613  0.13
23 H -1.0630 4.5429 -3.2311  0.13
24 H 0.2517 4.8709 -1.1373  0.12
25 H -0.1075 3.4062 0.7993  0.09
26 H 0.0375 2.7891 2.2413  0.09
27 H 0.8520 2.4798 4.5270  0.13
28 C -2.8044 -3.3700 -2.1328  -0.02
29 N -1.7937 -2.3515 -2.0947  0.01
30 C -1.0902 -2.2064 -0.8777  -0.52
31 O -1.3743 -2.9697 0.0600  -0.02
32 C -0.1129 -1.1623 -0.8399  -0.43
33 I 0.9818 -0.9682 0.9006  1.77
34 C 2.8733 -1.5643 0.1264  -0.51
35 C 3.9586 -0.6994 0.2424  -0.13
36 C 5.2223 -1.1425 -0.1725  -0.06
37 C 5.3630 -2.4235 -0.7185  -0.06
38 C 4.2499 -3.2557 -0.8858  -0.05
39 C 2.9860 -2.8180 -0.4610  -0.11
40 C 0.2155 -0.3822 -1.9944  -0.50
41 O 1.1104 0.4750 -2.0544  0.01
42 N -0.6000 -0.5916 -3.1359  0.01
43 C -0.3699 0.2337 -4.2947  -0.02
44 C -1.6297 -1.5434 -3.2288  -0.40
45 O -2.3355 -1.6617 -4.2319  0.07
46 H -3.3066 -3.3175 -3.0935  0.09
47 H -2.3331 -4.3487 -2.0013  0.11
48 H -3.5110 -3.2050 -1.3146  0.10
49 H 3.8176 0.2959 0.6518  0.10
50 H 6.0914 -0.4914 -0.0647  0.11
51 H 6.3491 -2.7793 -1.0192  0.11
52 H 4.3504 -4.2452 -1.3352  0.12
53 H 2.1092 -3.4484 -0.5839  0.11
54 H -1.0970 -0.0501 -5.0525  0.09
55 H -0.4925 1.2893 -4.0348  0.08
56 H 0.6436 0.0579 -4.6675  0.11

Calculated values
net charge: +1
HOMO-LUMO gap: 5.233 eV

Below is a 12-piece molecular cluster, C40H52Cl8F4O4 overall in a non-equilibrium geometry, with properties calculated with ωB97M-V/def2-TZVPD.

Last column: Löwdin charge in e.
CARTESIAN COORDINATES (ANGSTROEM)
1 F 21.2856 -3.8213 -0.3468  0.06
2 C 20.4209 -3.1396 -1.1282  -0.32
3 C 20.7368 -1.8747 -1.5372  -0.02
4 C 19.8569 -1.2156 -2.4081  -0.07
5 C 18.7030 -1.8729 -2.8660  -0.10
6 C 18.4225 -3.1557 -2.4828  -0.07
7 C 19.3133 -3.7506 -1.5704  -0.03
8 H 21.6878 -1.4434 -1.2618  0.12
9 H 20.0433 -0.2319 -2.8131  0.10
10 H 18.0185 -1.3038 -3.4775  0.10
11 H 17.5366 -3.6965 -2.7815  0.11
12 H 19.0839 -4.7956 -1.4222  0.12
13 F 19.5089 0.3525 5.0825  0.03
14 C 19.0660 -0.2948 3.9326  -0.23
15 C 18.3228 -1.4595 4.0503  -0.04
16 C 17.8508 -2.1179 2.9405  -0.08
17 C 18.1853 -1.5692 1.6652  -0.07
18 C 18.8961 -0.3541 1.5123  -0.07
19 C 19.3330 0.2531 2.6745  -0.03
20 H 18.0220 -1.8640 5.0054  0.11
21 H 17.3728 -3.0859 2.9722  0.09
22 H 17.8367 -2.1319 0.8118  0.09
23 H 19.1313 0.0158 0.5253  0.10
24 H 19.7671 1.2420 2.6688  0.12
25 F 23.8640 0.6656 6.1935  0.06
26 C 22.9980 -0.1265 6.8586  -0.30
27 C 22.3574 -1.1052 6.1500  -0.04
28 C 21.3725 -1.8720 6.7221  -0.08
29 C 21.0853 -1.7067 8.0851  -0.08
30 C 21.8011 -0.7474 8.8226  -0.06
31 C 22.7462 0.0810 8.1883  -0.01
32 H 22.5400 -1.2912 5.1019  0.10
33 H 20.8372 -2.6061 6.1383  0.10
34 H 20.3192 -2.3563 8.4817  0.07
35 H 21.5081 -0.6702 9.8592  0.10
36 H 23.3231 0.8354 8.7026  0.12
37 F 24.7729 -4.0690 4.3097  0.07
38 C 23.5161 -4.1948 3.9631  -0.29
39 C 22.9301 -3.2306 3.1317  -0.02
40 C 21.5849 -3.3359 2.7634  -0.05
41 C 20.8521 -4.4450 3.2593  -0.07
42 C 21.4283 -5.3845 4.1228  -0.12
43 C 22.7439 -5.2662 4.4789  -0.04
44 H 23.5695 -2.4650 2.7177  0.11
45 H 21.1610 -2.5677 2.1335  0.10
46 H 19.7902 -4.4993 3.0698  0.07
47 H 20.7899 -6.0717 4.6581  0.04
48 H 23.2038 -5.8024 5.2958  0.08
49 C 16.9863 -4.9200 6.9578  -0.93
50 Cl 17.7187 -4.1048 8.4257  0.50
51 Cl 18.2265 -5.2838 5.7689  0.57
52 H 16.5406 -5.8708 7.2503  0.03
53 H 16.2357 -4.2692 6.5095  0.03
54 C 24.5565 -8.1746 3.5972  -0.93
55 Cl 24.3616 -9.9522 3.3763  0.47
56 Cl 25.2096 -7.7927 5.2660  0.47
57 H 25.3020 -7.8758 2.8603  0.02
58 H 23.5641 -7.7383 3.4837  -0.01
59 C 19.9158 -10.4344 3.7891  -0.98
60 Cl 19.4463 -11.2175 5.3162  0.54
61 Cl 20.4544 -8.7612 4.0576  0.55
62 H 20.7191 -10.9828 3.2970  0.03
63 H 19.1159 -10.4229 3.0488  0.01
64 C 25.4344 -3.5594 7.5651  -1.03
65 Cl 26.4806 -2.1013 7.6623  0.49
66 Cl 25.4809 -4.6791 8.9218  0.52
67 H 24.4161 -3.1721 7.5331  0.01
68 H 25.7130 -4.0931 6.6564  0.00
69 C 20.1428 -8.3545 7.4091  -0.08
70 C 20.1849 -7.8523 8.8328  -0.41
71 O 19.7399 -8.6278 9.7500  0.01
72 C 20.5772 -6.4124 9.1133  -0.03
73 H 21.0986 -8.7627 7.0806  0.08
74 H 19.8332 -7.6051 6.6806  0.01
75 H 19.3732 -9.1190 7.3027  0.05
76 H 19.6863 -5.7854 9.0792  0.02
77 H 21.3232 -6.0197 8.4223  0.08
78 H 21.0027 -6.2874 10.1090  0.08
79 C 24.5045 1.8750 -0.1100  -0.03
80 C 25.7154 1.0347 0.1648  -0.48
81 O 26.6078 0.9452 -0.6569  0.07
82 C 25.8329 0.3237 1.5298  -0.01
83 H 24.3780 2.6780 0.6161  0.09
84 H 23.6029 1.2628 -0.1318  0.07
85 H 24.6783 2.2192 -1.1295  0.08
86 H 25.9543 1.0130 2.3654  0.08
87 H 26.6946 -0.3248 1.3712  0.06
88 H 24.9341 -0.2333 1.7944  0.07
89 C 27.9182 -2.4494 3.5258  -0.01
90 C 27.6536 -2.9965 2.1524  -0.51
91 O 28.0441 -2.4523 1.1770  0.08
92 C 26.9082 -4.3518 1.9884  -0.01
93 H 28.0400 -1.3742 3.3942  0.08
94 H 28.8707 -2.8148 3.9099  0.09
95 H 27.1512 -2.7440 4.2420  0.06
96 H 27.4445 -5.0058 2.6759  0.08
97 H 27.0078 -4.7704 0.9869  0.08
98 H 25.8594 -4.3428 2.2853  0.05
99 C 16.3119 -8.5990 3.0089  -0.01
100 C 16.2671 -7.3495 2.2092  -0.50
101 O 15.3043 -7.0509 1.5031  0.05
102 C 17.3700 -6.3493 2.3282  -0.04
103 H 17.2097 -9.0943 2.6393  0.07
104 H 15.4389 -9.2154 2.7941  0.09
105 H 16.4305 -8.2829 4.0453  0.09
106 H 17.2772 -5.7518 3.2351  0.03
107 H 17.3015 -5.6199 1.5211  0.08
108 H 18.3283 -6.8687 2.3380  0.07

Calculated values
net charge: 0
SMILES: Fc1ccccc1.Fc1ccccc1.Fc1ccccc1.Fc1ccccc1.CC(C)=O.CC(C)=O.CC(C)=O.CC(C)=O.ClCCl.ClCCl.ClCCl.ClCCl
HOMO-LUMO gap: 9.375 eV
ΔE to the lowest compared entry with this formula, charge and spin: 58.0 kJ/mol

no.,HOMO (eV)
1,-9.99
2,-11.01
3,-9.42